No. 1
This record from the OMol25 dataset describes C20H13N4O7Ru as an isolated structure. The level of theory is ωB97M-V/def2-TZVPD.

Net charge ... 0
<S²> ... 0.76
Frontier orbital gap (alpha / beta) ... 7.5 / 7.1 eV
Spin multiplicity ... 2

Element x y z (Å)
Ru 0.44381 0.06246 0.20244
O 1.08746 -3.81199 4.79076
C 0.87028 -2.99112 3.74333
C -0.24137 -2.14744 3.67507
C -0.37324 -1.34491 2.56325
N 0.52609 -1.39806 1.59114
C 1.61639 -2.15600 1.64921
C 1.82709 -2.98877 2.72407
C 2.57005 -1.89096 0.48408
O 3.53855 -2.59571 0.32059
O 2.22908 -0.85114 -0.22332
C -1.45064 -0.28345 2.33414
O -2.33688 -0.13907 3.14281
O -1.27419 0.41378 1.24146
H 0.36252 -3.74520 5.42276
H -0.98521 -2.09175 4.46012
H 2.70777 -3.61325 2.77297
O -1.92018 2.04089 -4.31454
C -2.05925 0.70059 -4.45217
C -2.71095 0.18439 -5.57151
C -2.86828 -1.17688 -5.74071
C -2.37365 -2.05697 -4.78749
C -1.72835 -1.54963 -3.67826
C -1.55418 -0.17618 -3.47951
C -0.84143 0.23843 -2.24935
O -0.45385 -0.71658 -1.46337
N -0.63964 1.52972 -2.02434
N 0.04479 1.66346 -0.86581
C 0.23614 2.79895 -0.28637
C 0.95646 2.74468 0.97203
C 1.28884 3.88060 1.70198
C 2.00788 3.74364 2.87329
C 2.39371 2.47705 3.29127
C 2.02603 1.38632 2.52858
N 1.31462 1.50747 1.40790
H -2.33401 2.46764 -5.07284
H -3.09579 0.87424 -6.31512
H -3.37766 -1.54940 -6.62014
H -2.48932 -3.12479 -4.90972
H -1.33259 -2.21455 -2.92463
H -0.12785 3.72306 -0.71783
H 0.98215 4.85272 1.34238
H 2.27118 4.61668 3.45497
H 2.96682 2.32909 4.19475
H 2.30078 0.37794 2.81170

=====

No. 2
This record from the OMol25 dataset describes C3H5N3O as an isolated structure at a distorted geometry. The level of theory is ωB97M-V/def2-TZVPD.

Net charge ... 0
Energy above the lowest of the compared OMol25 structures with the same formula, charge and spin ... 4.2258 eV
Frontier orbital gap ... 10.4 eV

Element x y z (Å)
C 0.55405 1.01861 -0.29127
C -0.43509 -0.03108 0.22849
C -1.34589 -1.61240 1.00637
H 2.51025 0.42066 -0.48254
H 1.52991 0.60138 -2.10868
H 1.11018 1.38486 0.75776
H 0.05320 1.87261 -0.82117
H -1.74663 -2.46200 1.67406
N 1.69615 0.89218 -1.15129
N -0.08021 -1.04083 1.17095
N -1.62639 0.08043 -0.25386
O -2.21952 -1.12441 0.27118

=====

No. 3
This record from the OMol25 dataset describes C26H34MnN8O as an isolated structure. The level of theory is ωB97M-V/def2-TZVPD.

Net charge ... +2
<S²> ... 8.75
Energy above the lowest of the compared OMol25 structures with the same formula, charge and spin ... 0.2719 eV
Frontier orbital gap (alpha / beta) ... 8.7 / 8.8 eV
Spin multiplicity ... 6

Element x y z (Å)
Mn -0.24212 0.47350 0.25546
N -3.04815 -0.73755 3.35252
C -2.00245 -0.90932 4.22242
C -0.88527 -0.53335 3.53778
N -1.23470 -0.14417 2.27253
C -2.54614 -0.28139 2.18379
C -3.24667 0.05675 0.96554
N -2.59109 0.51727 -0.08589
C -3.52603 0.72025 -1.06513
C -4.76142 0.38480 -0.59584
N -4.56681 -0.04188 0.69161
H -4.00895 -0.94284 3.56816
H -2.14363 -1.26416 5.22835
H 0.13898 -0.52671 3.87074
H -3.26767 1.09626 -2.04066
H -5.72995 0.40652 -1.06374
H -5.29699 -0.33705 1.31775
C 1.56377 1.33881 -6.03706
C 1.11789 1.12654 -4.62717
C 1.65392 0.11227 -3.83463
C 1.20759 -0.05572 -2.53994
N 0.26810 0.71682 -1.98041
C -0.24945 1.69333 -2.73541
C 0.13735 1.92499 -4.03916
H 2.56707 0.95034 -6.19824
H 1.53944 2.39428 -6.30341
H 0.89000 0.81752 -6.72118
H 2.41935 -0.54576 -4.22512
H 1.61565 -0.84505 -1.92112
H -0.99469 2.32190 -2.26109
H -0.31696 2.73278 -4.59815
C -1.61928 -3.60172 -1.13194
C -0.55366 -4.13537 -0.17262
C -0.22808 -2.89669 0.64359
O -0.37793 -1.78147 -0.27174
C -1.06799 -2.22615 -1.46716
H -2.58261 -3.51817 -0.62524
H -1.74398 -4.21512 -2.02120
H 0.32410 -4.47169 -0.72671
H -0.90570 -4.95408 0.45057
H 0.78231 -2.88258 1.04631
H -0.93790 -2.77177 1.46690
H -0.34899 -2.28897 -2.28691
H -1.82972 -1.49130 -1.72324
C -1.65724 3.48180 1.97051
C -0.42002 3.66601 1.16512
N 0.15631 2.74964 0.40425
C 1.26481 3.35148 -0.16752
C 1.34893 4.63677 0.25539
N 0.27678 4.81830 1.09405
H -2.04686 2.48463 1.78552
H -2.41549 4.21450 1.69229
H -1.45524 3.59654 3.03655
H 1.89384 2.83793 -0.87605
H 2.05465 5.41875 0.03570
H 0.05628 5.66762 1.58769
N 1.95356 0.44291 1.23420
C 2.80351 -0.66033 1.62265
C 3.37964 -0.69307 2.88464
C 4.19278 -1.75648 3.24897
C 4.44298 -2.78371 2.35256
C 3.87345 -2.74606 1.08769
C 3.05255 -1.68991 0.72495
H 1.86504 1.07741 2.01987
H 2.40362 0.96536 0.48917
H 3.20344 0.11557 3.58666
H 4.64523 -1.76986 4.23143
H 5.08353 -3.60765 2.63569
H 4.06466 -3.54834 0.38705
H 2.60872 -1.65474 -0.26296

=====

No. 4
This record from the OMol25 dataset describes a 2-piece molecular cluster, CH5N2S overall at a distorted geometry. The level of theory is ωB97M-V/def2-TZVPD.

Net charge ... +1
Energy above the lowest of the compared OMol25 structures with the same formula, charge and spin ... 2.8826 eV
Frontier orbital gap ... 7.6 eV

Element x y z (Å)
C 1.48216 0.31036 -0.11014
N -1.63423 0.27030 0.56276
N 0.61814 -0.60012 -0.44313
S -2.57980 -0.08945 -0.56201
H 2.54874 0.15233 -0.19792
H -2.07723 0.53335 1.54460
H 0.89697 -1.45421 -0.79561
H -0.47427 -0.30102 -0.35155
H 1.21951 1.17846 0.35300

=====

No. 5
This record from the OMol25 dataset describes a 2-piece molecular cluster, C2H6N2O2 overall at a distorted geometry. The level of theory is ωB97M-V/def2-TZVPD.

Net charge ... 0
Energy above the lowest of the compared OMol25 structures with the same formula, charge and spin ... 0.4441 eV
Frontier orbital gap ... 9.5 eV

Element x y z (Å)
N 0.12528 0.02447 1.41908
C 1.30700 0.04632 0.89016
N 1.53902 -0.06868 -0.38057
H -0.78719 0.14252 0.77346
H 0.08051 0.18084 2.40703
H 2.14543 0.14587 1.55897
H 2.49493 -0.00240 -0.69963
H 0.75146 -0.13112 -1.08758
O -1.94225 0.33450 -0.06741
C -1.91917 -0.07877 -1.22672
O -0.90905 -0.30770 -1.89994
H -2.88597 -0.28586 -1.68686

=====

No. 6
This record from the OMol25 dataset describes an isolated ion of composition H3IO3P and charge +1 at a distorted geometry. The level of theory is ωB97M-V/def2-TZVPD.

Net charge ... +1
Energy above the lowest of the compared OMol25 structures with the same formula, charge and spin ... 0.1721 eV
Frontier orbital gap ... 10.3 eV

Element x y z (Å)
O -0.82046 -0.08074 -1.39018
O 0.69451 1.33477 -0.06184
O 0.81201 -1.25521 0.27315
P -0.16414 0.02132 -0.05806
I -1.72465 0.59334 1.63598
H -0.48441 -0.45526 -2.18891
H 1.20597 1.65490 0.74145
H 0.48117 -1.81311 1.04841